1:
{"formula": "C5H9N2", "method": "wB97M-V/def2-TZVPD", "smiles": "C[C@H]1C=CC(=[NH2+])N1", "charge": 1, "homo_lumo_gap_ev": 10.64, "elements": ["C", "C", "C", "C", "C", "N", "N", "H", "H", "H", "H", "H", "H", "H", "H", "H"], "positions_angstrom": [[-1.97090, -0.48160, 0.39333], [-0.97067, -0.02569, -0.60008], [-0.51608, 1.32340, -0.20968], [0.76591, 1.27555, 0.15053], [1.30134, 0.00517, -0.04950], [2.50140, -0.61281, 0.11723], [0.30963, -0.75902, -0.45530], [-1.50427, -0.12504, 1.31247], [-2.14453, -1.54463, 0.35029], [-2.89687, 0.09142, 0.30480], [-1.32678, -0.03769, -1.56961], [-0.97530, 2.22740, -0.30871], [1.45297, 2.12732, 0.32259], [3.13735, -0.10007, 0.73924], [2.31706, -1.64507, 0.30550], [0.51974, -1.71862, -0.80311]]}

***

2:
{"formula": "C5H9N2", "method": "wB97M-V/def2-TZVPD", "charge": 1, "homo_lumo_gap_ev": [7.25, 7.27], "elements": ["C", "C", "C", "C", "C", "N", "N", "H", "H", "H", "H", "H", "H", "H", "H", "H"], "positions_angstrom": [[1.41327, 0.33818, 0.05056], [2.86135, 0.49649, 0.17396], [-0.40351, -1.12927, -0.12184], [-0.86817, 0.29378, -0.33025], [-2.27052, 0.72382, 0.31859], [0.26526, 1.12542, -0.17802], [1.02391, -0.97572, 0.07282], [3.37469, -0.38904, 0.20707], [3.32289, 1.38612, 0.12436], [-0.91820, -1.75575, 0.61192], [-0.65395, -1.86241, -0.88573], [-1.26712, 0.62883, -1.41449], [-2.93212, -0.00268, 0.04576], [-2.60343, 1.74907, -0.02764], [-2.03735, 1.06843, 1.37187], [1.69298, -1.69528, -0.01892]]}

***

3:
{"formula": "C5H9N2", "method": "wB97M-V/def2-TZVPD", "charge": 1, "homo_lumo_gap_ev": [10.06, 5.42], "elements": ["C", "C", "C", "C", "C", "N", "N", "H", "H", "H", "H", "H", "H", "H", "H", "H"], "positions_angstrom": [[-0.89433, -1.67174, -1.43916], [0.17880, -1.07045, 0.94894], [0.94409, -1.23275, -0.31022], [-0.05375, -0.07394, -0.14476], [0.25982, 3.87920, 1.35656], [0.35446, -2.06247, -1.28670], [-1.14627, -0.50995, -0.92538], [-1.61388, -2.28298, -1.98851], [-0.70739, -1.63271, 1.03530], [0.82223, -0.84374, 1.78711], [2.09440, -1.24150, -0.33195], [0.36742, 2.87011, 1.14946], [0.68466, 4.34023, 0.61418], [-0.07592, 4.41267, 2.15590], [0.67354, -3.00760, -1.41885], [-1.88788, 0.12762, -1.20193]]}

***

4:
{"formula": "C5H9N2", "method": "wB97M-V/def2-TZVPD", "smiles": "CN1CC=CC1=[NH2+]", "charge": 1, "homo_lumo_gap_ev": 8.62, "elements": ["C", "N", "C", "C", "C", "C", "N", "H", "H", "H", "H", "H", "H", "H", "H", "H"], "positions_angstrom": [[-0.94769, -0.62312, 1.61313], [0.10749, -0.22416, 0.76809], [0.81679, 1.00280, 0.80622], [1.07950, 1.44139, -0.59251], [0.66307, 0.62888, -1.64743], [-0.08205, -0.42279, -1.03363], [-0.65458, -1.55303, -1.47701], [-2.07554, -0.44294, 1.20153], [-1.02200, -0.16829, 2.62129], [-0.75728, -1.74587, 1.88891], [1.74557, 0.88867, 1.35607], [0.42177, 1.88259, 1.29581], [1.72700, 2.37367, -0.73838], [0.68007, 0.88739, -2.69939], [-0.45191, -1.90566, -2.48227], [-1.25021, -2.01952, -0.88044]]}

***

Stability summary: most stable 1, least stable 3.

***

1:
{"formula": "C5H9N2", "method": "wB97M-V/def2-TZVPD", "smiles": "CC1=[NH+][C@@H](C)N=C1", "charge": 1, "homo_lumo_gap_ev": 10.28, "elements": ["C", "C", "N", "C", "C", "N", "C", "H", "H", "H", "H", "H", "H", "H", "H", "H"], "positions_angstrom": [[-2.44163, 0.11153, -0.17826], [-0.96454, -0.32766, -0.16430], [0.00505, 0.02524, -1.02650], [1.22573, -0.64672, -0.60795], [2.27048, 0.44660, 0.00854], [0.92938, -1.44437, 0.55353], [-0.34567, -1.27119, 0.76929], [-2.54153, 1.18994, -0.50847], [-2.86940, 0.14530, 0.77553], [-3.10900, -0.42135, -0.81918], [0.05415, 0.87189, -1.62408], [1.66342, -1.19712, -1.38583], [1.68424, 0.92606, 0.82056], [2.50399, 1.11601, -0.73289], [3.10420, -0.22422, 0.23268], [-0.77879, -1.89448, 1.57363]]}

***

2:
{"formula": "C5H9N2", "method": "wB97M-V/def2-TZVPD", "charge": 1, "homo_lumo_gap_ev": [9.45, 9.52], "elements": ["C", "C", "C", "C", "C", "N", "N", "H", "H", "H", "H", "H", "H", "H", "H", "H"], "positions_angstrom": [[1.74916, -0.10175, -0.17927], [-0.35944, -0.07376, -0.08294], [3.16512, -0.00038, -0.21872], [-2.74957, -0.10016, -0.55167], [-1.66774, 0.07174, 0.52184], [-0.04043, -0.36666, -1.28358], [0.80849, 0.11952, 0.66984], [3.63528, -0.52441, 0.60553], [3.44007, 1.03763, 0.02461], [3.72800, -0.40735, -1.10467], [-2.69695, 0.64922, -1.36629], [-3.67288, 0.00671, 0.01084], [-2.55517, -1.03819, -1.04680], [-1.79458, -0.67155, 1.26680], [-1.88273, 1.10810, 0.96915], [0.89337, 0.29128, 1.76532]]}

***

Stability summary: most stable 1, least stable 2.

***

1:
{"formula": "C5H9N2", "method": "wB97M-V/def2-TZVPD", "smiles": "C#C[C@@H](C)NC=[NH2+]", "charge": 1, "homo_lumo_gap_ev": 10.38, "elements": ["C", "C", "C", "C", "N", "C", "N", "H", "H", "H", "H", "H", "H", "H", "H", "H"], "positions_angstrom": [[-1.84942, 0.29031, -1.37895], [-0.76611, -0.05567, -0.99293], [0.50156, -0.47288, -0.53254], [1.59604, -0.09697, -1.46779], [0.73977, 0.36220, 0.86918], [-0.28119, 0.46496, 1.81363], [-1.22873, -0.43198, 1.85230], [-2.88009, 0.52744, -1.77899], [0.43808, -1.58922, -0.44238], [1.72416, -0.75520, -2.25532], [1.60237, 0.93247, -1.69885], [2.55463, -0.00084, -0.84176], [1.25658, 1.18192, 0.63758], [-0.03916, 1.18026, 2.56402], [-1.91333, -0.43359, 2.51842], [-1.45517, -1.10321, 1.13438]]}

***

2:
{"formula": "C5H9N2", "method": "wB97M-V/def2-TZVPD", "smiles": "CCc1c[nH]c[nH+]1", "charge": 1, "homo_lumo_gap_ev": 10.65, "elements": ["C", "C", "C", "C", "N", "C", "N", "H", "H", "H", "H", "H", "H", "H", "H", "H"], "positions_angstrom": [[2.08987, -0.36922, 0.27120], [0.98828, 0.44389, 1.05178], [-0.30014, 0.27801, 0.36109], [-1.17188, -0.79662, 0.34807], [-2.02571, -0.61979, -0.66761], [-1.71116, 0.48515, -1.37707], [-0.70572, 1.04556, -0.69153], [2.93630, 0.26614, 0.03083], [1.72439, -0.95813, -0.56569], [2.46803, -1.13236, 0.95778], [1.31601, 1.47730, 1.15222], [0.97669, 0.07006, 2.07161], [-1.17318, -1.62239, 1.03964], [-2.73347, -1.30902, -0.91148], [-2.40123, 0.80706, -2.13885], [-0.27707, 1.93434, -0.93200]]}

***

Stability summary: most stable 2, least stable 1.

***

1:
{"formula": "C5H9N2", "method": "wB97M-V/def2-TZVPD", "smiles": "C=[N+]=N/C(C)=C/C", "charge": 1, "homo_lumo_gap_ev": 7.75, "elements": ["C", "N", "N", "C", "C", "C", "C", "H", "H", "H", "H", "H", "H", "H", "H", "H"], "positions_angstrom": [[3.04326, 1.49384, -0.65722], [2.70577, 0.47824, 0.09689], [1.95108, -0.39545, 0.32336], [0.53784, -0.60320, 0.03655], [0.47921, -1.83303, -0.94878], [-0.33681, 0.13187, 0.72270], [-1.77646, 0.25352, 0.60159], [2.98373, 1.20250, -1.59497], [3.58034, 2.40836, -0.46508], [-0.54880, -2.05405, -1.21750], [0.89874, -2.64354, -0.37736], [0.97990, -1.68415, -1.91676], [0.26674, 0.82914, 1.51776], [-2.29998, 0.26776, -0.41391], [-2.21961, 1.00638, 1.24456], [-2.29088, -0.69409, 1.02311]]}

***

2:
{"formula": "C5H9N2", "method": "wB97M-V/def2-TZVPD", "smiles": "[NH3+]/C=C1\\C=CNC1", "charge": 1, "homo_lumo_gap_ev": 8.36, "elements": ["N", "C", "C", "C", "C", "N", "C", "H", "H", "H", "H", "H", "H", "H", "H", "H"], "positions_angstrom": [[-0.50912, -1.86856, -1.66520], [-0.83646, -1.38868, -0.22370], [-0.11504, -0.20511, 0.13289], [0.75833, 0.70941, -0.51228], [1.12955, 1.81558, 0.25160], [0.58471, 1.73300, 1.40651], [-0.32896, 0.58870, 1.51850], [-1.03893, -1.28402, -2.32790], [-0.83257, -2.81983, -1.75024], [0.45384, -1.85701, -1.81088], [-1.38977, -2.02091, 0.38361], [1.24498, 0.41459, -1.44810], [1.77491, 2.65238, 0.03750], [0.53820, 2.54569, 1.95117], [-1.29776, 1.13465, 1.65969], [-0.13591, -0.14988, 2.39682]]}

***

Stability summary: most stable 2, least stable 1.

***

1:
{"formula": "C2H12N2O2", "method": "wB97M-V/def2-TZVPD", "smiles": "CNCN.O.O", "homo_lumo_gap_ev": 10.27, "elements": ["C", "N", "C", "N", "H", "H", "H", "H", "H", "H", "H", "H", "O", "H", "H", "O", "H", "H"], "positions_angstrom": [[-0.45927, 0.06102, -2.18961], [-0.08847, -0.76340, -1.01946], [0.68679, -0.04315, 0.08590], [0.01453, 0.79035, 1.03382], [-0.02030, -0.37737, -3.11214], [-0.20006, 1.15147, -2.01611], [-1.60188, 0.10588, -2.41925], [0.59484, -1.38107, -1.44236], [1.14617, -0.90101, 0.70235], [1.38903, 0.54089, -0.46973], [-0.91742, 0.37928, 1.18791], [-0.22136, 1.74097, 0.54778], [2.70778, 1.17471, 2.40976], [2.25304, 1.46685, 3.20252], [2.26761, 1.71616, 1.74607], [-2.60782, -1.92558, 1.03004], [-3.05748, -2.24713, 0.19748], [-1.88574, -1.48886, 0.52503]]}

***

2:
{"formula": "C2H12N2O2", "method": "wB97M-V/def2-TZVPD", "smiles": "NCCN.O.O", "homo_lumo_gap_ev": 10.05, "elements": ["N", "C", "C", "N", "H", "H", "H", "H", "H", "H", "H", "H", "O", "H", "H", "O", "H", "H"], "positions_angstrom": [[1.83800, 0.40756, 1.46769], [0.52033, 1.00910, 1.28757], [0.35996, 1.55376, -0.12306], [-1.07090, 1.56034, -0.51210], [1.97012, -0.28047, 0.72421], [1.84305, -0.14414, 2.31737], [0.41939, 1.82482, 2.00362], [-0.28892, 0.30554, 1.47962], [0.79674, 2.55497, -0.15540], [0.87302, 0.95784, -0.87459], [-1.62170, 2.18909, 0.08277], [-1.12501, 1.98772, -1.43034], [0.52855, -2.52203, -0.26210], [-0.44418, -2.58130, -0.19078], [0.61031, -2.49931, -1.22595], [-1.82539, -1.33914, -1.44916], [-2.55602, -0.72938, -1.61000], [-1.14150, -0.69174, -1.22284]]}

***

Stability summary: most stable 2, least stable 1.